[1]
The following is a DFT calculation (the ωB97M-V functional and the def2-TZVPD basis) of a molecular structure, C16H24N7O2S2Ta.

Geometry as XYZ:
```
52
Properties=species:S:1:pos:R:3:nbo_charge:R:1
Ta 0.254 -0.214 -0.093 1.913
C -2.764 3.025 -0.667 -0.660
C -1.890 1.959 -0.108 0.243
N -1.197 1.145 -0.910 -0.434
N -1.425 1.392 -2.254 -0.401
C -0.987 0.460 -3.024 0.288
N -1.119 0.574 -4.367 -0.789
S -0.133 -0.943 -2.417 -0.140
C -1.745 1.675 1.266 0.116
C -2.390 2.352 2.319 -0.197
C -2.279 1.891 3.599 -0.160
C -1.531 0.718 3.843 -0.268
C -0.890 0.115 2.804 0.035
N -0.934 0.594 1.526 -0.619
H -3.489 2.589 -1.353 0.254
H -2.177 3.732 -1.255 0.248
H -3.292 3.563 0.115 0.221
H -1.722 1.297 -4.723 0.411
H -0.938 -0.222 -4.950 0.408
H -2.983 3.228 2.106 0.232
H -2.772 2.406 4.411 0.233
H -1.462 0.293 4.833 0.237
H -0.303 -0.780 2.955 0.241
O -0.656 -1.930 0.625 -0.594
N -0.370 -3.188 0.272 0.003
C -1.307 -4.126 0.534 0.055
C -1.074 -5.430 0.208 -0.248
C 0.141 -5.766 -0.399 -0.128
C 1.073 -4.793 -0.656 -0.227
C 0.820 -3.459 -0.312 0.051
S 1.915 -2.162 -0.566 -0.070
H -2.203 -3.742 0.997 0.249
H -1.828 -6.173 0.417 0.250
H 0.345 -6.793 -0.669 0.243
H 2.017 -5.022 -1.129 0.252
C 3.560 1.816 -1.679 -0.623
C 2.055 1.920 -1.572 0.111
C 1.573 3.318 -1.241 -0.624
O 1.611 1.020 -0.541 -0.809
H 3.928 2.464 -2.475 0.227
H 3.862 0.793 -1.906 0.219
H 4.028 2.128 -0.743 0.206
H 1.592 1.581 -2.504 0.185
H 2.015 3.657 -0.301 0.209
H 0.488 3.342 -1.155 0.215
H 1.869 4.011 -2.028 0.229
N 1.908 -1.348 2.608 -0.656
N 1.790 -0.204 1.746 -0.659
H 2.723 -1.237 3.202 0.361
H 2.081 -2.141 1.998 0.370
H 2.667 0.024 1.280 0.396
H 1.545 0.589 2.334 0.396
```

Properties
- 2S+1 = 2
- ⟨S²⟩ = 0.762
- orbital gap (spin up / spin down) (eV) = 6.155 / 7.199
- energy above the lowest of the compared OMol25 structures with the same formula, charge and spin (kcal per mole) = 0.0
- HOMO level (spin up / spin down) (eV) = -9.054 / -10.856
- charge = +1
- lowest unoccupied orbital energy (spin up / spin down) (eV) = -2.90 / -3.66


[2]
The following is a DFT calculation (the ωB97M-V functional and the def2-TZVPD basis) of a single C3H6N2O molecule in a non-equilibrium geometry.

Geometry as XYZ:
```
12
Properties=species:S:1:pos:R:3:nbo_charge:R:1
N -1.350 -0.546 0.641 -0.860
C -0.581 0.119 -0.404 -0.236
C 0.842 0.430 0.142 -0.005
O 1.271 -0.581 1.004 -0.700
C 1.770 0.526 -1.004 0.265
N 2.448 0.589 -1.938 -0.311
H -1.980 0.084 1.123 0.374
H -1.898 -1.310 0.266 0.381
H -0.482 -0.560 -1.255 0.209
H -1.041 1.046 -0.770 0.196
H 0.838 1.409 0.649 0.191
H 0.433 -0.940 1.363 0.495
```

Properties
- orbital gap (eV) = 11.129
- energy above the lowest of the compared OMol25 structures with the same formula, charge and spin (kcal per mole) = 32.2
- HOMO level (eV) = -10.556
- lowest unoccupied orbital energy (eV) = 0.57


[3]
The following is a DFT calculation (the ωB97M-V functional and the def2-TZVPD basis) of a molecular structure, C10H15ClNO6P2Y.

Geometry as XYZ:
```
36
Properties=species:S:1:pos:R:3:nbo_charge:R:1
Y -0.580 -0.719 1.297 1.544
N 2.254 2.717 -0.896 -0.866
C 2.018 2.818 0.555 -0.654
C 2.572 4.096 1.173 -0.624
P 2.784 1.277 1.337 2.400
O 2.643 1.620 2.912 -1.024
O 4.212 1.287 0.942 -1.152
O 1.845 0.166 0.972 -1.188
P 0.257 2.573 0.867 2.381
O -0.465 3.988 0.585 -1.002
O -0.222 1.619 -0.305 -0.991
O -0.036 2.076 2.234 -1.137
H 3.129 2.220 -1.047 0.397
H 2.347 3.641 -1.302 0.352
H 0.451 1.661 -1.017 0.541
H 3.661 4.078 1.103 0.227
H 2.301 4.179 2.226 0.230
H 2.188 4.977 0.649 0.191
H 1.687 1.644 3.105 0.517
H -1.409 3.907 0.777 0.508
Cl -3.464 -0.120 2.604 -0.235
C -2.636 0.706 1.119 -0.875
H -2.775 1.770 1.359 0.132
H -3.312 0.462 0.296 0.183
C -1.045 -2.317 0.083 -1.178
C -1.321 -3.332 -0.837 -0.102
C -1.735 -4.668 -0.461 -0.247
C -2.017 -5.659 -1.376 -0.244
C -1.924 -5.448 -2.760 -0.425
C -1.525 -4.167 -3.171 -0.214
C -1.237 -3.164 -2.272 -0.302
H -1.820 -4.873 0.601 0.180
H -2.322 -6.638 -1.007 0.164
H -2.144 -6.234 -3.475 0.166
H -1.434 -3.954 -4.236 0.164
H -0.924 -2.189 -2.633 0.185
```

Properties
- orbital gap (eV) = 2.776
- energy above the lowest of the compared OMol25 structures with the same formula, charge and spin (kcal per mole) = 131.4
- HOMO level (eV) = 1.658
- charge = -2
- lowest unoccupied orbital energy (eV) = 4.43


[4]
The following is a DFT calculation (the ωB97M-V functional and the def2-TZVPD basis) of a single C19H21ClN2O2 molecule.

Geometry as XYZ:
```
45
Properties=species:S:1:pos:R:3:nbo_charge:R:1
C 3.386 2.563 0.645 -0.248
H 3.139 2.428 1.702 0.186
H 2.899 3.467 0.280 0.201
H 4.471 2.668 0.528 0.172
O 2.875 1.517 -0.142 -0.533
C 3.198 0.224 0.186 0.326
C 4.175 -0.090 1.118 -0.290
C 4.473 -1.405 1.438 -0.231
C 3.795 -2.428 0.809 -0.222
C 2.826 -2.129 -0.131 -0.240
C 2.489 -0.815 -0.458 0.110
N 1.488 -0.616 -1.400 -0.435
C 1.307 0.591 -2.163 -0.224
H 2.257 1.111 -2.258 0.238
C 0.249 1.516 -1.521 -0.237
N -0.649 0.711 -0.717 -0.438
C -0.821 1.021 0.587 0.698
O -0.402 2.058 1.064 -0.633
C -1.617 0.027 1.430 -0.519
C -3.055 -0.064 1.001 -0.028
C -3.711 -1.287 0.934 -0.164
C -5.038 -1.362 0.549 -0.241
C -5.717 -0.200 0.224 -0.048
C -5.083 1.031 0.288 -0.209
C -3.758 1.092 0.677 -0.207
H -3.260 2.048 0.735 0.230
H -5.623 1.930 0.037 0.228
Cl -7.374 -0.286 -0.265 0.004
H -5.542 -2.315 0.502 0.227
H -3.184 -2.196 1.191 0.207
H -1.140 -0.954 1.410 0.223
H -1.573 0.402 2.457 0.253
C -0.962 -0.546 -1.348 -0.236
H -1.279 -0.325 -2.373 0.200
C 0.300 -1.441 -1.360 -0.215
H 0.325 -2.050 -0.454 0.207
H 0.260 -2.113 -2.229 0.185
H -1.788 -1.047 -0.848 0.230
H -0.318 2.048 -2.293 0.187
H 0.716 2.241 -0.854 0.251
H 0.979 0.292 -3.167 0.182
H 2.322 -2.937 -0.639 0.211
H 4.020 -3.459 1.037 0.212
H 5.234 -1.616 2.174 0.212
H 4.712 0.699 1.619 0.217
```

Properties
- orbital gap (eV) = 8.212
- energy above the lowest of the compared OMol25 structures with the same formula, charge and spin (kcal per mole) = 40.2
- HOMO level (eV) = -7.527
- lowest unoccupied orbital energy (eV) = 0.69